{
  "formula": "C51H124N8O15",
  "method": "the ωB97M-V functional and the def2-TZVPD basis",
  "smiles": "CC1(C)CCCC(C)(C)N1O.COCCNCCOC.COCCNCCOC.COCCNCCOC.COCCNCCOC.COCCNCCOC.COCCNCCOC.COCCNCCOC",
  "e_homo_ev": -8.4,
  "total_charge": 0,
  "orbital_gap_ev": 8.98,
  "de_lowest_kj_mol": 245.2,
  "e_lumo_ev": 0.59,
  "e_tot_ev": -97517.681,
  "elements": ["C", "C", "C", "C", "C", "C", "N", "O", "C", "C", "C", "H", "H", "H", "H", "H", "H", "H", "H", "H", "H", "H", "H", "H", "H", "H", "H", "H", "H", "H", "C", "O", "C", "C", "N", "C", "C", "O", "C", "H", "H", "H", "H", "H", "H", "H", "H", "H", "H", "H", "H", "H", "H", "H", "C", "O", "C", "C", "N", "C", "C", "O", "C", "H", "H", "H", "H", "H", "H", "H", "H", "H", "H", "H", "H", "H", "H", "H", "C", "O", "C", "C", "N", "C", "C", "O", "C", "H", "H", "H", "H", "H", "H", "H", "H", "H", "H", "H", "H", "H", "H", "H", "C", "O", "C", "C", "N", "C", "C", "O", "C", "H", "H", "H", "H", "H", "H", "H", "H", "H", "H", "H", "H", "H", "H", "H", "C", "O", "C", "C", "N", "C", "C", "O", "C", "H", "H", "H", "H", "H", "H", "H", "H", "H", "H", "H", "H", "H", "H", "H", "C", "O", "C", "C", "N", "C", "C", "O", "C", "H", "H", "H", "H", "H", "H", "H", "H", "H", "H", "H", "H", "H", "H", "H", "C", "O", "C", "C", "N", "C", "C", "O", "C", "H", "H", "H", "H", "H", "H", "H", "H", "H", "H", "H", "H", "H", "H", "H"],
  "positions_angstrom": [[-2.72411, -2.53897, 2.70712], [-3.47579, -1.59701, 1.78173], [-3.92172, -2.38046, 0.53810], [-5.07156, -1.78374, -0.31011], [-6.19602, -1.43828, 0.63096], [-5.80143, -0.47990, 1.74835], [-4.65692, -1.08039, 2.43222], [-4.27388, -0.34142, 3.57259], [-5.57771, 0.95558, 1.25115], [-6.98915, -0.41159, 2.70985], [-2.41288, -0.59188, 1.27393], [-1.83685, -2.93453, 2.21117], [-3.41580, -3.29111, 3.08218], [-2.30468, -1.95406, 3.53255], [-3.06547, -2.43436, -0.14169], [-4.17322, -3.39914, 0.85690], [-5.38973, -2.62838, -0.93016], [-4.74749, -0.94565, -0.92802], [-6.53244, -2.34914, 1.14577], [-7.10743, -1.06914, 0.14898], [-5.24924, 0.87946, 0.20676], [-6.46776, 1.58145, 1.21966], [-4.79128, 1.42898, 1.83172], [-7.71871, 0.27288, 2.27406], [-7.52559, -1.35880, 2.80851], [-6.68170, -0.05080, 3.68911], [-2.21633, -0.07283, 2.23555], [-2.73955, 0.17580, 0.57977], [-1.44970, -1.04754, 1.05536], [-4.77424, -0.74497, 4.29109], [-1.08907, -1.15732, -2.61331], [0.22001, -0.65942, -2.48408], [1.10169, -1.54403, -1.82219], [2.30942, -0.76146, -1.27448], [1.80787, -0.03233, -0.15563], [2.74744, 0.94600, 0.37492], [2.40813, 2.37856, 0.17597], [1.35947, 2.90942, 0.99629], [1.68634, 2.86087, 2.37701], [-1.14200, -1.83599, -3.48434], [-1.77841, -0.31892, -2.68350], [-1.43747, -1.80590, -1.79155], [1.45206, -2.30367, -2.55137], [0.66253, -2.17133, -1.03395], [2.69539, -0.23956, -2.16796], [2.99219, -1.54361, -0.93788], [0.93839, 0.46500, -0.31517], [3.79631, 0.73548, 0.14652], [2.86829, 0.81486, 1.47804], [2.13861, 2.57518, -0.87274], [3.30064, 3.03814, 0.29298], [2.05597, 1.86484, 2.62814], [0.76172, 3.02816, 2.91345], [2.44546, 3.62866, 2.55575], [4.34238, -4.84241, -0.04417], [5.10840, -4.55225, -1.16292], [5.58388, -3.23347, -1.09666], [6.20324, -2.77843, -2.41896], [7.58314, -3.18362, -2.67135], [7.69484, -4.53515, -3.22095], [9.12493, -5.00684, -3.17634], [9.74308, -4.59657, -4.44257], [11.14823, -4.46373, -4.38006], [4.83033, -4.47791, 0.87990], [4.24688, -5.92069, 0.09732], [3.33074, -4.41389, 0.04092], [6.27891, -3.06252, -0.26023], [4.73560, -2.53675, -0.97991], [6.13243, -1.68392, -2.33560], [5.49357, -3.03977, -3.20299], [8.06887, -3.10338, -1.78662], [7.30599, -4.59411, -4.23233], [7.14666, -5.20622, -2.53959], [9.16723, -6.09751, -3.19667], [9.64451, -4.41777, -2.41324], [11.48562, -3.65959, -3.71403], [11.46541, -4.16490, -5.38807], [11.64965, -5.42657, -4.20138], [-8.56576, 0.96388, -1.46800], [-8.07493, 2.25865, -1.23521], [-6.85241, 2.50852, -1.85981], [-6.30211, 3.75337, -1.21100], [-5.07989, 4.20269, -1.91950], [-3.93226, 4.09315, -1.02676], [-4.00995, 5.02083, 0.17514], [-4.00043, 6.32896, -0.25909], [-3.94732, 7.26018, 0.76162], [-7.78039, 0.18227, -1.50648], [-9.09861, 0.88163, -2.42899], [-9.21570, 0.61648, -0.65906], [-6.88287, 2.71127, -2.94263], [-6.24364, 1.58817, -1.85475], [-6.18733, 3.68171, -0.12848], [-7.04383, 4.52485, -1.44428], [-5.16623, 5.18719, -2.15128], [-3.02980, 4.30738, -1.59994], [-3.92194, 3.06137, -0.65983], [-3.03382, 4.82127, 0.64111], [-4.74969, 4.67375, 0.91069], [-3.89245, 8.24874, 0.32557], [-3.15925, 7.03786, 1.49920], [-4.86668, 7.23000, 1.38361], [-0.36048, -5.30125, -3.74481], [-0.11375, -4.67808, -2.51480], [-1.08115, -5.02752, -1.56588], [-0.80944, -4.41826, -0.21423], [0.56648, -4.63950, 0.20131], [0.87118, -4.36812, 1.60043], [1.14599, -2.85729, 1.71900], [1.37871, -2.50198, 3.08965], [0.87284, -1.19018, 3.36479], [-1.34866, -4.96096, -4.11359], [-0.42688, -6.38987, -3.64551], [0.35460, -4.93825, -4.47282], [-1.01992, -6.12505, -1.46175], [-2.09145, -4.73657, -1.89148], [-1.40224, -4.95036, 0.55401], [-1.10563, -3.36610, -0.18707], [1.01223, -5.47038, -0.13902], [1.77672, -4.90105, 1.87431], [0.00353, -4.53592, 2.26152], [0.26377, -2.32576, 1.33646], [2.01936, -2.62129, 1.09385], [-0.15533, -1.43867, 3.63297], [0.98561, -0.45804, 2.56342], [1.43375, -0.80216, 4.21670], [-9.45458, 8.00394, 4.32548], [-9.53251, 6.64376, 4.69022], [-9.52742, 5.70726, 3.61619], [-8.37089, 5.79840, 2.68514], [-7.11112, 5.26638, 3.22031], [-7.24524, 3.96434, 3.85099], [-5.90012, 3.47016, 4.30321], [-5.00906, 3.64688, 3.22417], [-3.65278, 3.63136, 3.53594], [-8.38791, 8.23631, 4.15027], [-9.62877, 8.58309, 5.23105], [-10.11318, 8.20915, 3.48356], [-10.47198, 5.92240, 3.07181], [-9.76969, 4.77402, 4.12204], [-8.26216, 6.86516, 2.46553], [-8.60387, 5.30216, 1.72992], [-6.50837, 5.11118, 2.41541], [-7.70683, 3.22094, 3.17597], [-7.83828, 4.08384, 4.76096], [-5.96515, 2.40183, 4.54385], [-5.52133, 4.07357, 5.13876], [-3.43149, 4.49430, 4.19484], [-3.12241, 3.85657, 2.61856], [-3.32994, 2.71387, 4.03466], [0.40248, -1.42903, -6.75450], [0.61583, -0.47084, -5.76307], [1.90287, -0.03200, -5.65532], [2.93440, -1.07457, -5.28715], [4.21447, -0.43288, -5.06732], [5.38466, -1.24702, -5.41147], [5.99749, -0.88831, -6.70272], [7.19167, -1.55825, -6.97686], [8.21878, -1.42185, -5.98387], [0.65594, -2.45699, -6.44676], [0.88745, -1.19699, -7.70333], [-0.68913, -1.46745, -6.82759], [1.91201, 0.77307, -4.90999], [2.27978, 0.51108, -6.54976], [2.96282, -1.78714, -6.12872], [2.60143, -1.58168, -4.37633], [4.26653, 0.45678, -5.55381], [5.13385, -2.31484, -5.42592], [6.09844, -1.19686, -4.58549], [6.17209, 0.20431, -6.77439], [5.30385, -1.08641, -7.52483], [8.52446, -0.35650, -5.85417], [9.13863, -1.79446, -6.45941], [8.05833, -1.89488, -5.01563], [3.81202, 2.76785, 5.20586], [4.67932, 1.76810, 4.85075], [4.44578, 0.55449, 5.55565], [5.55653, -0.43877, 5.19224], [5.64214, -0.62827, 3.74982], [6.98620, -0.45515, 3.16503], [6.89016, -0.49020, 1.64166], [6.01212, 0.42103, 1.06451], [6.24088, 1.71555, 1.47877], [4.16726, 3.31471, 6.08088], [2.80870, 2.39166, 5.45785], [3.70012, 3.36900, 4.31201], [3.43920, 0.19437, 5.28361], [4.48846, 0.73071, 6.64399], [5.34780, -1.44137, 5.57537], [6.47780, -0.08028, 5.67401], [4.96863, -0.02236, 3.29931], [7.63869, -1.22966, 3.57119], [7.36708, 0.52140, 3.52843], [6.64409, -1.53514, 1.43290], [7.93409, -0.35631, 1.29669], [7.22099, 2.09829, 1.17932], [6.08307, 1.83258, 2.55825], [5.48514, 2.37515, 1.04253]],
  "lowdin_charge": [-0.02, -0.52, -0.13, -0.16, -0.15, -0.50, -0.08, -0.02, -0.01, -0.02, -0.02, 0.06, 0.10, 0.07, 0.09, 0.12, 0.11, 0.10, 0.12, 0.11, 0.06, 0.07, 0.07, 0.08, 0.08, 0.07, 0.08, 0.08, 0.06, 0.10, -0.10, -0.17, -0.23, -0.20, -0.03, -0.22, -0.21, -0.18, -0.10, 0.09, 0.09, 0.06, 0.12, 0.09, 0.12, 0.09, 0.12, 0.11, 0.10, 0.13, 0.12, 0.06, 0.09, 0.08, -0.13, -0.16, -0.23, -0.21, -0.05, -0.20, -0.17, -0.22, -0.13, 0.09, 0.09, 0.07, 0.11, 0.10, 0.12, 0.11, 0.10, 0.13, 0.11, 0.13, 0.12, 0.08, 0.08, 0.09, -0.12, -0.18, -0.26, -0.19, -0.05, -0.19, -0.27, -0.16, -0.11, 0.07, 0.09, 0.09, 0.13, 0.11, 0.10, 0.13, 0.10, 0.12, 0.12, 0.12, 0.10, 0.09, 0.09, 0.09, -0.11, -0.20, -0.24, -0.21, -0.06, -0.19, -0.23, -0.18, -0.08, 0.09, 0.09, 0.08, 0.13, 0.13, 0.12, 0.07, 0.11, 0.12, 0.11, 0.08, 0.11, 0.07, 0.07, 0.07, -0.12, -0.20, -0.24, -0.21, -0.04, -0.22, -0.21, -0.24, -0.11, 0.09, 0.09, 0.09, 0.13, 0.12, 0.10, 0.12, 0.08, 0.13, 0.12, 0.12, 0.13, 0.10, 0.07, 0.09, -0.12, -0.17, -0.28, -0.22, -0.04, -0.24, -0.26, -0.17, -0.09, 0.08, 0.09, 0.09, 0.13, 0.13, 0.12, 0.11, 0.10, 0.13, 0.09, 0.13, 0.13, 0.10, 0.09, 0.06, -0.14, -0.20, -0.20, -0.20, -0.06, -0.21, -0.23, -0.18, -0.12, 0.09, 0.09, 0.07, 0.11, 0.13, 0.11, 0.12, 0.09, 0.12, 0.11, 0.11, 0.13, 0.10, 0.08, 0.08]
}

{
  "formula": "C51H28IN6O7Ta",
  "method": "the ωB97M-V functional and the def2-TZVPD basis",
  "e_homo_ev": [-2.0, -1.9],
  "total_charge": -2,
  "orbital_gap_ev": [5.50, 5.39],
  "de_lowest_kj_mol": 0.0,
  "e_lumo_ev": [3.52, 3.50],
  "e_tot_ev": -86264.564,
  "elements": ["Ta", "I", "C", "C", "C", "C", "C", "C", "C", "C", "C", "C", "H", "H", "H", "H", "H", "H", "C", "C", "C", "C", "C", "C", "C", "C", "C", "C", "C", "C", "C", "C", "C", "N", "H", "H", "H", "H", "H", "H", "H", "H", "H", "H", "O", "C", "O", "C", "C", "C", "C", "C", "C", "O", "N", "O", "O", "N", "O", "O", "H", "H", "C", "C", "C", "C", "C", "C", "C", "C", "C", "C", "C", "C", "C", "C", "C", "H", "H", "H", "H", "H", "H", "H", "H", "H", "H", "N", "C", "C", "C", "N", "C", "N"],
  "positions_angstrom": [[-0.30240, 0.05546, -0.28646], [-0.65300, -2.19692, 1.80864], [1.12027, -3.11653, 1.22355], [1.65664, -4.07722, 2.02965], [2.78742, -4.79812, 1.59338], [3.29747, -4.55322, 0.35459], [2.74010, -3.56216, -0.49244], [3.26890, -3.36010, -1.78635], [2.70881, -2.41942, -2.59771], [1.66669, -1.59678, -2.12390], [1.12860, -1.69018, -0.85437], [1.64112, -2.76646, -0.05351], [1.20674, -4.29746, 2.98843], [3.22096, -5.55654, 2.23332], [4.14410, -5.12150, -0.01488], [4.09706, -3.97685, -2.11756], [3.07969, -2.26954, -3.60548], [1.30468, -0.82532, -2.79156], [3.77495, 0.06466, 1.89346], [3.46139, 0.52388, 3.16824], [2.15792, 0.89469, 3.44010], [1.18449, 0.78578, 2.44610], [1.44972, 0.27467, 1.16852], [2.78885, -0.05654, 0.92692], [-0.16230, 1.32202, 2.66971], [-0.75837, 1.37624, 3.96048], [-2.00863, 1.87830, 4.09356], [-2.64874, 2.46200, 2.97146], [-3.90951, 3.08974, 3.05690], [-4.44785, 3.71326, 1.96480], [-3.72392, 3.75606, 0.75798], [-2.51263, 3.12851, 0.64029], [-1.97137, 2.42231, 1.73522], [-0.78308, 1.74732, 1.58782], [4.79857, -0.19490, 1.64774], [4.22809, 0.61689, 3.92807], [1.90440, 1.30317, 4.41233], [3.07750, -0.40780, -0.05473], [-0.23403, 0.93865, 4.79781], [-2.52725, 1.85264, 5.04500], [-4.43624, 3.07294, 4.00443], [-5.41974, 4.18601, 2.02850], [-4.13504, 4.28102, -0.09502], [-1.95294, 3.14637, -0.28203], [-3.05280, 1.57358, -3.02059], [-2.75021, 1.19176, -1.90591], [-1.57017, 1.32391, -1.38386], [-3.83391, 0.69620, -0.97462], [-5.13094, 0.94438, -1.32935], [-6.17755, 0.65924, -0.44722], [-5.92795, 0.11827, 0.79292], [-4.62451, -0.14711, 1.16872], [-3.51210, 0.10738, 0.29537], [-2.32355, -0.17579, 0.63262], [-4.44685, -0.70918, 2.49930], [-5.44380, -1.12416, 3.07936], [-3.32267, -0.84898, 2.94897], [-7.54489, 0.96316, -0.81972], [-7.74613, 1.47207, -1.90985], [-8.43672, 0.70628, -0.02217], [-5.32379, 1.38961, -2.29513], [-6.73585, -0.09544, 1.47368], [0.97749, 1.23452, -1.31568], [1.83021, 1.90564, -1.94295], [2.74368, 2.63809, -2.62311], [4.16750, 2.32818, -2.39958], [5.16304, 3.31022, -2.33078], [6.48272, 2.98039, -2.05762], [6.85271, 1.66098, -1.83970], [5.87492, 0.67334, -1.89608], [4.56126, 1.00088, -2.17539], [2.27339, 3.69149, -3.53461], [0.94105, 4.13250, -3.47306], [0.46321, 5.09925, -4.33711], [1.29198, 5.66803, -5.29920], [2.60566, 5.23261, -5.38726], [3.08823, 4.25951, -4.52412], [4.89279, 4.35030, -2.45918], [7.22623, 3.76772, -1.99965], [7.88300, 1.40612, -1.62373], [6.13941, -0.36420, -1.72659], [3.80532, 0.22629, -2.22248], [0.27773, 3.68508, -2.74370], [-0.57340, 5.40566, -4.26338], [0.91508, 6.42521, -5.97588], [3.26337, 5.64295, -6.14556], [4.10596, 3.91337, -4.64006], [-1.37757, -1.36082, -1.67891], [-1.57939, -2.14814, -2.50542], [-1.81608, -3.14719, -3.43310], [-2.28642, -2.85928, -4.73561], [-2.66185, -2.66566, -5.81001], [-1.58288, -4.49395, -3.06260], [-1.39726, -5.59777, -2.77750]],
  "lowdin_charge": [1.56, 1.30, -0.59, -0.17, -0.10, -0.05, -0.17, -0.06, -0.09, -0.15, -0.26, -0.25, 0.08, 0.09, 0.10, 0.10, 0.10, 0.09, -0.08, -0.11, -0.06, -0.25, -0.24, -0.11, -0.25, 0.00, -0.01, -0.16, -0.04, -0.09, -0.06, 0.00, -0.19, 0.11, 0.10, 0.09, 0.10, 0.08, 0.11, 0.12, 0.11, 0.10, 0.11, 0.11, 0.07, -0.59, -0.24, -0.05, 0.07, -0.14, 0.07, -0.05, -0.27, -0.32, -0.33, 0.04, 0.00, -0.37, 0.05, 0.04, 0.13, 0.12, -0.15, -0.09, -0.17, -0.17, -0.06, -0.11, -0.12, -0.09, -0.03, -0.17, -0.02, -0.10, -0.13, -0.12, -0.06, 0.11, 0.09, 0.09, 0.10, 0.09, 0.11, 0.10, 0.08, 0.09, 0.10, 0.10, -0.12, -0.27, -0.26, 0.10, -0.26, 0.10]
}